21
Properties=species:S:1:pos:R:3 method="wB97M-V/def2-TZVPD" smiles="N[C@H]1C(=[NH2+])[NH+]=CN[C@@]1(N)O" lumo_ev=-9.041 relative_energy_kj_mol=117.24 e_homo_ev=-18.20 orbital_gap_ev=9.156 charge=+2
C -0.102 1.842 0.458
C -1.252 -0.031 -0.309
C -0.037 -0.902 0.258
C 1.252 -0.115 -0.047
N 0.973 1.226 0.423
N -1.201 1.355 -0.025
N -2.302 -0.580 -0.862
N -0.473 -1.009 1.657
N 1.244 0.043 -1.522
O 2.432 -0.548 0.572
H -0.174 2.843 0.887
H 0.109 -1.924 -0.227
H 1.880 1.497 0.888
H -1.975 2.019 -0.238
H -2.260 -1.438 -1.304
H -3.193 -0.030 -1.017
H 0.212 -1.015 2.359
H -1.058 -1.901 1.885
H 0.929 -0.825 -1.981
H 1.951 0.615 -1.966
H 3.045 -1.123 0.112



18
Properties=species:S:1:pos:R:3 method="wB97M-V/def2-TZVPD" smiles="C=NN[C@@H]1C[C@@]1(C)S" lumo_ev=0.791 relative_energy_kj_mol=356.85 e_homo_ev=-8.71 orbital_gap_ev=9.497
C 1.195 1.753 0.139
C 1.020 0.189 0.199
C 0.233 -0.507 1.345
C -0.305 -0.520 -0.061
C -3.714 -0.148 -0.258
H 2.036 1.976 0.870
H 1.452 2.108 -0.875
H 0.225 2.334 0.408
H 2.370 -0.485 -1.704
H 0.669 -1.434 1.765
H -0.319 0.232 1.994
H -0.080 -1.495 -0.410
H -1.503 0.273 -1.631
H -4.605 -0.152 0.541
H -3.910 -0.029 -1.440
N -1.475 0.159 -0.567
N -2.534 -0.047 0.250
S 2.572 -0.544 -0.343



16
Properties=species:S:1:pos:R:3 method="wB97M-V/def2-TZVPD" lumo_ev=-0.501 relative_energy_kj_mol=228.11 e_homo_ev=-5.51 orbital_gap_ev=5.014
C 2.559 -0.087 -0.866
C 1.950 1.182 -0.269
S 1.471 1.073 1.479
H 1.923 -0.963 -0.749
H 3.550 -0.303 -0.472
H 2.702 0.163 -1.926
H 1.073 1.483 -0.828
H 2.752 1.903 -0.152
N -2.812 0.330 -0.024
C -2.372 -0.892 0.163
N -1.626 -1.242 1.163
H -2.630 1.049 0.664
H -3.506 0.524 -0.726
H -2.716 -1.673 -0.503
H -0.997 -2.031 1.227
H -1.322 -0.516 1.818



19
Properties=species:S:1:pos:R:3 method="wB97M-V/def2-TZVPD" smiles=COC(C)(C)OC lumo_ev=0.763 relative_energy_kj_mol=683.83 e_homo_ev=-9.40 orbital_gap_ev=10.164
C -1.937 -1.279 -0.707
C 0.023 -0.086 -0.010
C -0.453 1.093 0.980
C 0.466 -1.206 0.980
C 1.828 1.348 0.107
H -1.453 -2.133 -0.085
H -2.245 -1.804 -1.832
H -3.006 -1.169 0.049
H -0.465 1.792 0.000
H -0.016 1.463 1.793
H -1.464 0.967 1.039
H -0.276 -1.927 1.636
H 0.737 -2.218 0.552
H 1.353 -1.040 1.497
H 1.763 1.332 1.421
H 2.927 1.536 -0.264
H 1.149 2.246 -0.068
O -0.974 -0.120 -1.015
O 1.153 0.336 -0.714



9
Properties=species:S:1:pos:R:3 method="wB97M-V/def2-TZVPD" smiles="S=[N+]1[N-]CN[N-]1" lumo_ev="4.231 / 4.231" relative_energy_kj_mol=216.53 e_homo_ev="-2.85 / -2.84" orbital_gap_ev="7.077 / 7.074" charge=-1
C -0.840 0.492 -0.186
N 0.691 -1.210 -0.059
N 0.457 1.061 0.040
N -0.694 -0.966 -0.015
N 1.276 0.060 0.023
S 2.903 0.227 0.063
H -1.609 0.920 0.469
H -1.148 0.686 -1.238
H -1.036 -1.270 0.903



83
Properties=species:S:1:pos:R:3 method="wB97M-V/def2-TZVPD" smiles="CCN(CC)C(=S)SCCCC1=CC(=O)C(Cl)=C(OB(O)O)C1=O.CCCCCC.CCCCCC" lumo_ev=-1.836 e_homo_ev=-8.63 orbital_gap_ev=6.792
C 3.114 0.368 3.317
C 2.674 1.822 2.811
N 1.690 1.832 1.688
C 1.940 0.763 0.684
C 1.466 1.298 -0.766
C 0.300 1.809 2.176
S -0.322 0.616 3.202
S -0.758 3.204 1.635
C -2.561 2.685 1.710
C -3.324 3.831 2.516
C -4.920 3.828 2.339
C -5.473 2.625 1.459
C -5.509 2.803 0.068
C -6.016 1.605 -0.814
O -5.991 1.736 -2.061
C -6.547 0.301 -0.089
Cl -7.225 -0.990 -1.195
C -6.537 0.122 1.321
O -7.089 -1.085 1.796
B -6.164 -1.842 2.600
O -5.187 -2.750 2.114
O -6.279 -1.696 4.044
C -5.963 1.293 2.202
O -5.882 1.305 3.437
H 3.992 0.044 2.649
H 3.517 0.432 4.381
H 2.325 -0.434 3.203
H 2.297 2.482 3.665
H 3.616 2.351 2.421
H 3.074 0.560 0.565
H 1.445 -0.215 0.979
H 0.341 1.446 -0.729
H 1.786 0.532 -1.560
H 1.996 2.266 -1.056
H -2.889 2.577 0.631
H -2.706 1.682 2.217
H -3.084 3.696 3.615
H -2.879 4.835 2.195
H -5.363 3.830 3.396
H -5.209 4.848 1.901
H -5.151 3.796 -0.361
H -4.572 -2.927 2.862
H -6.875 -2.406 4.362
C 8.343 -3.811 -0.877
C 8.495 -2.295 -0.885
C 8.096 -1.642 0.439
C 6.629 -1.824 0.840
C 5.607 -1.315 -0.178
C 5.699 0.185 -0.423
H 7.304 -4.112 -0.726
H 8.671 -4.227 -1.834
H 8.952 -4.259 -0.088
H 7.917 -1.871 -1.712
H 9.542 -2.051 -1.090
H 8.329 -0.573 0.388
H 8.726 -2.047 1.239
H 6.466 -1.310 1.794
H 6.433 -2.884 1.034
H 4.603 -1.547 0.194
H 5.713 -1.850 -1.127
H 5.548 0.741 0.507
H 4.928 0.498 -1.133
H 6.667 0.468 -0.841
C -1.274 -1.687 -5.409
C -1.374 -2.055 -3.935
C -2.811 -2.051 -3.409
C -3.520 -0.695 -3.459
C -2.818 0.435 -2.705
C -2.709 0.180 -1.217
H -1.631 -0.672 -5.598
H -0.233 -1.736 -5.740
H -1.855 -2.379 -6.024
H -0.747 -1.381 -3.343
H -0.958 -3.058 -3.797
H -2.808 -2.423 -2.378
H -3.402 -2.772 -3.985
H -4.530 -0.819 -3.052
H -3.654 -0.391 -4.502
H -3.386 1.359 -2.856
H -1.824 0.614 -3.128
H -3.704 0.048 -0.782
H -2.230 1.031 -0.723
H -2.112 -0.707 -0.992



11
Properties=species:S:1:pos:R:3 method="wB97M-V/def2-TZVPD" lumo_ev="-0.360 / -0.359" relative_energy_kj_mol=301.68 e_homo_ev="-8.07 / -8.07" orbital_gap_ev="7.708 / 7.708"
C 1.202 0.709 0.087
C -0.845 -0.564 0.267
C 1.925 -0.307 -0.014
C -1.948 0.294 -0.174
N -0.353 -1.623 0.453
S 1.348 -1.928 0.423
I 1.274 2.770 -0.173
I 4.033 -0.715 -0.125
H -1.589 0.784 -0.989
H -2.754 -0.253 -0.447
H -2.294 0.833 0.693



104
Properties=species:S:1:pos:R:3 method="wB97M-V/def2-TZVPD" multiplicity=3 lumo_ev="-0.124 / -0.337" relative_energy_kj_mol=0.00 e_homo_ev="-6.17 / -8.39" orbital_gap_ev="6.048 / 8.057"
Ti -0.719 -1.454 -1.775
C -3.509 0.819 -0.585
C -2.836 1.232 -1.856
C -2.918 2.561 -2.287
C -2.358 2.927 -3.493
C -1.769 1.947 -4.288
C -1.708 0.655 -3.800
N -2.191 0.317 -2.590
Sb -1.244 -1.044 -5.046
C -2.056 -2.394 -3.537
C -3.451 -2.588 -3.596
C -3.970 -3.770 -3.132
C -3.107 -4.759 -2.643
C -1.760 -4.495 -2.552
C -0.763 -5.478 -2.026
N -1.258 -3.310 -2.967
C 0.777 -1.561 -4.537
C 1.714 -1.685 -5.546
C 2.964 -2.213 -5.237
C 3.205 -2.637 -3.951
C 2.208 -2.504 -2.976
C 2.469 -2.964 -1.581
N 1.035 -1.942 -3.273
H -3.078 1.350 0.266
H -3.420 -0.250 -0.426
H -4.567 1.088 -0.648
H -3.428 3.282 -1.662
H -2.411 3.953 -3.836
H -1.372 2.187 -5.266
H -4.093 -1.822 -4.017
H -5.037 -3.950 -3.168
H -3.487 -5.719 -2.323
H 0.043 -5.604 -2.751
H -1.226 -6.444 -1.833
H -0.328 -5.112 -1.097
H 1.476 -1.376 -6.555
H 3.728 -2.299 -6.000
H 4.156 -3.068 -3.669
H 3.283 -2.369 -1.165
H 2.775 -4.012 -1.582
H 1.596 -2.866 -0.943
O -2.525 -2.263 -0.626
S -1.748 -2.997 0.397
O -2.181 -4.341 0.649
O -0.330 -2.890 -0.012
C -1.955 -2.139 1.965
C -2.728 -2.820 2.900
C -2.994 -2.270 4.145
C -2.484 -1.026 4.474
C -1.712 -0.340 3.551
C -1.447 -0.883 2.300
S -0.394 0.116 1.270
O -0.776 1.487 1.534
O 0.971 -0.224 1.590
O -0.779 -0.262 -0.108
H -3.111 -3.795 2.639
H -3.599 -2.821 4.853
H -2.683 -0.586 5.442
H -1.314 0.639 3.790
C 0.917 4.148 -2.062
N 1.130 2.711 -2.113
C 0.373 1.719 -1.644
N 0.773 0.562 -2.147
C 1.822 0.929 -2.933
N 2.090 2.213 -2.922
C 0.236 4.654 -0.818
C -0.653 5.716 -0.966
C -1.367 6.205 0.115
C -1.220 5.617 1.358
C -0.330 4.561 1.513
C 0.419 4.092 0.437
C -0.243 3.917 2.818
N -1.008 4.095 3.838
N -0.551 3.232 4.823
C 0.452 2.602 4.317
O 0.720 2.991 3.045
C 1.300 1.598 4.953
C 1.240 1.437 6.335
C 2.044 0.492 6.944
C 2.904 -0.283 6.183
C 2.960 -0.130 4.803
C 3.862 -1.040 4.006
N 4.218 -0.513 2.711
C 3.826 -0.934 1.503
N 4.371 -0.194 0.561
C 5.098 0.702 1.275
N 5.039 0.550 2.579
C 2.153 0.814 4.183
H 0.269 4.415 -2.900
H 1.894 4.593 -2.250
H -0.450 1.878 -0.970
H 2.434 0.234 -3.483
H -0.801 6.153 -1.948
H -2.059 7.025 -0.019
H -1.798 5.949 2.209
H 1.078 3.245 0.577
H 0.568 2.059 6.910
H 2.009 0.365 8.018
H 3.544 -1.012 6.668
H 3.364 -1.995 3.829
H 4.783 -1.246 4.555
H 3.150 -1.762 1.372
H 5.689 1.481 0.823
H 2.168 0.936 3.108